Arrangement i

This record from the Open Molecules 2025 dataset describes a molecular structure, C16H21Cl2FO2Pt. The level of theory is ωB97M-V/def2-TZVPD.

* charge: -2
* molar mass: 530.32 g mol⁻¹
* spin multiplicity: 5

CARTESIAN COORDINATES (ANGSTROEM)
1 C -1.77772 1.02731 -0.07666
2 C -1.33466 0.69791 -1.44871
3 C -0.09605 1.30435 -1.68707
4 C -2.13463 -0.04370 -2.43149
5 C 0.22831 2.14463 -0.58273
6 C -0.78784 2.00069 0.42088
7 C -1.00672 2.89832 1.56720
8 C -3.16092 1.00331 0.41327
9 C 0.75304 1.07976 -2.86734
10 C 1.42404 2.99355 -0.44650
11 Pt -0.38311 -0.28390 0.89852
12 Cl -0.65755 -3.51763 -2.62375
13 Cl -1.89552 -1.94261 0.26830
14 O 1.26992 0.80725 1.58681
15 H -3.02335 -0.47735 -1.95260
16 H -1.57209 -0.90949 -2.83443
17 H -2.46766 0.58291 -3.28100
18 H 0.63319 0.04102 -3.20463
19 H 1.81081 1.22453 -2.61279
20 H 0.54214 1.73230 -3.73016
21 H 2.33920 2.45264 -0.74846
22 H 1.55102 3.29562 0.60552
23 H 1.37948 3.90884 -1.06823
24 H -0.05252 3.08263 2.08395
25 H -1.70178 2.43140 2.27592
26 H -1.40527 3.85902 1.20211
27 H -3.60857 0.02499 0.21895
28 H -3.72556 1.78690 -0.10348
29 H -3.16343 1.17804 1.49269
30 H 2.04951 0.34535 1.23889
31 O -1.12891 0.05575 2.78113
32 H -0.31942 0.38183 3.23188
33 F 3.36539 -5.24628 1.26299
34 C 2.62226 -4.10025 1.13239
35 C 2.32489 -3.60009 -0.13248
36 C 1.49235 -2.48065 -0.24185
37 C 0.97425 -1.90437 0.90514
38 C 1.31427 -2.36917 2.15558
39 C 2.14208 -3.49106 2.28536
40 H 2.70013 -4.11696 -1.00838
41 H 1.17760 -2.13878 -1.21891
42 H 0.92984 -1.84239 3.01179
43 H 2.37955 -3.87619 3.26238



Arrangement ii

This record from the Open Molecules 2025 dataset describes a molecular structure, C16H21Cl2FO2Pt. The level of theory is ωB97M-V/def2-TZVPD.

* charge: -2
* molar mass: 530.32 g mol⁻¹
* spin multiplicity: 5

CARTESIAN COORDINATES (ANGSTROEM)
1 C 0.18359 -1.17712 -2.18407
2 C 1.06782 -0.19356 -2.67017
3 C 0.32510 1.01762 -2.90324
4 C 2.51265 -0.35443 -2.93956
5 C -1.01505 0.78965 -2.55579
6 C -1.15556 -0.59900 -2.17735
7 C -2.36913 -1.22052 -1.91113
8 C 0.51947 -2.54768 -1.75135
9 C 0.87364 2.27974 -3.43239
10 C -2.14912 1.71876 -2.62946
11 Pt 1.70966 0.82042 0.75559
12 Cl 2.80505 2.18477 -0.49420
13 Cl 3.31090 -0.80116 0.94398
14 O -0.09510 1.46382 0.21858
15 H 2.86755 -1.32975 -2.58750
16 H 3.08576 0.42794 -2.42252
17 H 2.71531 -0.27646 -4.02023
18 H 1.65966 2.65636 -2.76343
19 H 0.07366 3.02609 -3.49560
20 H 1.29424 2.13160 -4.43825
21 H -1.81284 2.75846 -2.68691
22 H -2.78714 1.59243 -1.74639
23 H -2.77026 1.49590 -3.50897
24 H -3.21577 -0.59842 -1.61167
25 H -2.36103 -1.80572 -0.24524
26 H -2.48067 -2.27071 -2.16281
27 H 1.60091 -2.68184 -1.64293
28 H 0.15629 -3.28556 -2.47998
29 H 0.04738 -2.78572 -0.78855
30 H -0.03726 2.42456 0.33957
31 O -2.40406 -2.07436 0.71640
32 H -2.02592 -1.31383 1.18609
33 F 0.46959 2.18925 6.65785
34 C 0.73272 1.87472 5.34162
35 C 1.17576 2.88184 4.48563
36 C 1.41687 2.54669 3.14243
37 C 1.20111 1.23892 2.72373
38 C 0.69395 0.24969 3.55688
39 C 0.53064 0.55604 4.92738
40 H 1.33363 3.88878 4.85939
41 H 1.76891 3.26604 2.41062
42 H 0.46059 -0.71889 3.11956
43 H 0.23541 -0.21451 5.64420



It is arrangement ii that is the most stable of them.



Arrangement i

This record from the Open Molecules 2025 dataset describes 2 unconnected molecules or ions with the total composition C4H13N3O. The level of theory is ωB97M-V/def2-TZVPD.

* charge: 0
* molar mass: 119.17 g mol⁻¹
* spin multiplicity: 1

CARTESIAN COORDINATES (ANGSTROEM)
1 C -0.42523 -0.31509 -1.31108
2 O -0.20391 0.08407 0.01410
3 C -1.14691 -1.72233 -1.28251
4 N -1.36078 -2.26112 -2.63988
5 H -1.00809 0.38569 -1.88589
6 H 0.54754 -0.44918 -1.78004
7 H -0.52925 -2.42532 -0.64784
8 H -2.13695 -1.65301 -0.72906
9 H -0.51990 -2.50084 -3.14306
10 H -2.04742 -3.03147 -2.71327
11 C 1.61175 2.26395 0.49343
12 N -0.10333 0.01027 2.78581
13 C 0.65978 0.49168 1.76935
14 N 0.91580 1.81852 1.74045
15 H 0.91796 2.49550 -0.35174
16 H 2.29951 1.47541 0.16013
17 H 2.15689 3.22106 0.66351
18 H -0.82984 0.69973 2.95884
19 H -0.45064 -0.84848 2.41472
20 H 1.36848 -0.23541 1.35543
21 H 0.28454 2.49637 2.12862



Arrangement ii

This record from the Open Molecules 2025 dataset describes 2 unconnected molecules or ions with the total composition C4H13N3O. The level of theory is ωB97M-V/def2-TZVPD.

* SMILES: CCC(C)=O.NNN
* charge: 0
* molar mass: 119.17 g mol⁻¹
* spin multiplicity: 1

CARTESIAN COORDINATES (ANGSTROEM)
1 C 1.48130 -1.45024 -0.05558
2 N -1.83582 0.27865 -0.36387
3 C 0.86919 -0.23316 -0.69444
4 N -1.86423 -0.70688 0.64465
5 N -2.40214 -0.13970 -1.59929
6 O 0.54649 -0.20482 -1.85918
7 H -1.55463 -1.59898 0.24816
8 H -2.83054 -0.82980 0.93638
9 H -2.87500 0.65211 -2.02539
10 H -1.67739 -0.48362 -2.23406
11 H 1.36480 -2.32035 -0.69924
12 H 0.99212 -1.64510 0.89677
13 H 2.53771 -1.28833 0.14447
14 C 1.27717 1.14488 0.07142
15 C 1.01665 1.15612 1.57912
16 H 1.23541 2.13858 1.99564
17 H 0.81285 1.99933 -0.42781
18 H 2.35180 1.23541 -0.10545
19 H -1.05513 0.98082 -0.33159
20 H 1.63127 0.41603 2.08873
21 H -0.02190 0.89906 1.79057



Arrangement iii

This record from the Open Molecules 2025 dataset describes 2 unconnected molecules or ions with the total composition C4H13N3O. The level of theory is ωB97M-V/def2-TZVPD.

* SMILES: C/N=C\N.CNCO
* charge: 0
* molar mass: 119.17 g mol⁻¹
* spin multiplicity: 1

CARTESIAN COORDINATES (ANGSTROEM)
1 C -3.04964 0.31833 -2.01272
2 N -1.80567 0.41363 -1.26548
3 C -2.02650 0.72819 0.13557
4 O -0.80353 0.94727 0.78537
5 H -3.60333 -0.56145 -1.68972
6 H -2.83214 0.19410 -3.07108
7 H -3.70786 1.19110 -1.89193
8 H -1.22408 1.15264 -1.64846
9 H -2.61567 1.64511 0.27350
10 H -2.57812 -0.10377 0.58568
11 H -0.36537 0.08944 0.89432
12 C 2.17317 -1.04541 2.11697
13 N 2.79004 0.21254 -0.33358
14 C 1.69552 -0.70455 -0.15947
15 N 1.37757 -1.27189 0.91494
16 H 2.53034 -2.01353 2.47254
17 H 1.52149 -0.64524 2.88738
18 H 3.01884 -0.38096 1.96502
19 H 3.18340 0.07707 -1.25808
20 H 2.40264 1.15398 -0.34861
21 H 1.07353 -0.89232 -1.03796



It is arrangement iii that is the most stable of them.



Arrangement i

This record from the Open Molecules 2025 dataset describes 2 unconnected molecules or ions with the total composition C4H13N3O. The level of theory is ωB97M-V/def2-TZVPD.

* SMILES: [H]/N=C\NCCCN.O
* charge: 0
* molar mass: 119.17 g mol⁻¹
* spin multiplicity: 1

CARTESIAN COORDINATES (ANGSTROEM)
1 C -0.00211 -1.47218 -1.27485
2 C 0.11487 -1.05078 0.20741
3 C 0.70544 0.37111 0.39476
4 N 3.28755 0.49846 1.88651
5 C 3.17083 0.69153 0.64037
6 N 2.03835 0.49208 -0.12420
7 N -1.10176 -0.97214 -2.06152
8 H 0.97748 -1.26302 -1.72551
9 H 0.05430 -2.56614 -1.30961
10 H 0.68988 -1.83580 0.69484
11 H -0.90274 -1.01585 0.61638
12 H 0.02775 1.05288 -0.11962
13 H 0.67201 0.53228 1.47026
14 H 2.48009 0.13396 2.38735
15 H 4.04435 1.14459 0.18278
16 H 2.12962 0.77918 -1.07634
17 H -1.95947 -1.11486 -1.52438
18 H -1.08782 0.03194 -2.14184
19 H -5.26051 1.30409 0.15040
20 H -6.46508 2.11392 0.49635
21 O -6.13029 1.21551 0.56421



Arrangement ii

This record from the Open Molecules 2025 dataset describes 2 unconnected molecules or ions with the total composition C4H13N3O. The level of theory is ωB97M-V/def2-TZVPD.

* SMILES: [H]/N=C(\N)NCCC.O
* charge: 0
* molar mass: 119.17 g mol⁻¹
* spin multiplicity: 1

CARTESIAN COORDINATES (ANGSTROEM)
1 C 2.47557 1.37855 0.27412
2 C 1.57066 0.17546 0.20759
3 C 0.09216 0.52466 0.56279
4 N -0.60720 0.99941 -0.66106
5 C -1.82419 0.37523 -0.91514
6 N -1.72805 -1.00913 -1.20012
7 N -2.90811 1.01136 -0.93927
8 H 3.52524 1.09252 0.26448
9 H 2.23407 2.08228 -0.52031
10 H 2.34383 1.89951 1.22677
11 H 1.51845 -0.21170 -0.81431
12 H 1.80671 -0.65720 0.87492
13 H 0.06174 1.28676 1.34964
14 H -0.44752 -0.31010 0.99443
15 H -0.69465 1.99352 -0.75253
16 H -0.85294 -1.47401 -1.00925
17 H -2.13065 -1.22927 -2.10133
18 H -3.79070 0.62136 -1.23585
19 H -0.78819 -2.97110 2.03820
20 H 0.21010 -3.02683 0.77994
21 O -0.06632 -2.55126 1.57630



It is arrangement ii that is the most stable of them.



Arrangement i

This record from the Open Molecules 2025 dataset describes a molecular structure, C2H11NO3. The level of theory is ωB97M-V/def2-TZVPD.

* charge: 0
* molar mass: 97.11 g mol⁻¹
* spin multiplicity: 1

CARTESIAN COORDINATES (ANGSTROEM)
1 C -0.69201 -1.26131 -0.11406
2 N -1.49905 -0.21110 0.48565
3 C -0.66642 0.61548 1.31314
4 O -1.27285 0.94869 -1.63684
5 H -1.30510 -1.81046 -0.82160
6 H -0.32121 -2.03793 0.56168
7 H 0.17185 -0.85269 -0.61776
8 H -1.65536 0.43912 -0.57819
9 H -0.11336 1.38794 0.78716
10 H -0.00251 -0.03350 1.89629
11 H -1.32592 1.25865 1.90706
12 H 1.82671 0.18350 -0.04713
13 H 2.59998 1.07908 -1.21226
14 O 1.75999 0.78058 -0.84883
15 H -1.99477 0.91741 -2.27840
16 H 2.53192 -1.27827 1.48810
17 O 1.74811 -0.95401 1.03741



Arrangement ii

This record from the Open Molecules 2025 dataset describes 4 unconnected molecules or ions with the total composition C2H11NO3. The level of theory is ωB97M-V/def2-TZVPD.

* SMILES: C=NC.O.O.O
* charge: 0
* molar mass: 97.11 g mol⁻¹
* spin multiplicity: 1

CARTESIAN COORDINATES (ANGSTROEM)
1 C 1.62558 -1.14358 0.43459
2 C -0.10301 0.61865 -0.19642
3 N 0.32259 -0.57439 0.06782
4 H 1.49174 -2.17519 0.78597
5 H 1.99157 -0.49164 1.20566
6 H 2.07203 -1.36663 -0.54288
7 H -1.16366 0.72335 -0.48999
8 H 0.32754 1.53090 0.20116
9 H 1.39041 0.20861 -3.40951
10 H 0.91192 -0.52343 -2.28221
11 O 1.71768 -0.09203 -2.56327
12 H -2.08293 -1.06566 -0.67535
13 H -2.29416 -2.25728 0.18413
14 O -2.66432 -1.39398 0.02389
15 H -1.51697 1.97403 2.27220
16 H -1.21428 3.39266 2.70125
17 O -0.81173 2.63560 2.28296



It is arrangement ii that is the most stable of them.